Record 1
{"formula": "C20H30O5", "method": "the ωB97M-V functional and the def2-TZVPD basis", "symbols": ["C", "C", "C", "C", "C", "C", "C", "C", "O", "C", "O", "C", "C", "C", "C", "C", "C", "C", "C", "C", "O", "O", "C", "C", "O", "H", "H", "H", "H", "H", "H", "H", "H", "H", "H", "H", "H", "H", "H", "H", "H", "H", "H", "H", "H", "H", "H", "H", "H", "H", "H", "H", "H", "H", "H"], "positions_angstrom": [[0.12294, 0.42399, 3.25648], [0.10122, 0.83605, 2.00017], [-0.47783, 2.16421, 1.61364], [-1.71067, 1.94153, 0.73340], [-1.37559, 1.05230, -0.46982], [-2.52392, 0.98461, -1.51678], [-2.78785, 2.39134, -2.08249], [-3.85960, 0.46686, -0.93869], [-4.92202, 0.51063, -1.85725], [-2.02883, 0.10115, -2.69417], [-3.01109, -0.10893, -3.69608], [-1.55699, -1.27089, -2.23157], [-0.39938, -1.12512, -1.25468], [-0.77409, -0.30911, -0.00774], [-1.68510, -1.14252, 0.90183], [0.52557, 0.04819, 0.78619], [1.45056, -1.14446, 1.11109], [2.59458, -1.22864, 0.16438], [3.87857, -1.30403, 0.51261], [4.97614, -1.33747, -0.48003], [4.87702, -1.33170, -1.67569], [6.16296, -1.35898, 0.15813], [6.01051, -1.33242, 1.56750], [4.49419, -1.33358, 1.88821], [4.10559, -0.28162, 2.73505], [0.48784, -0.53863, 3.56660], [-0.23180, 1.05977, 4.05029], [-0.75656, 2.73659, 2.49917], [0.26342, 2.74270, 1.05478], [-2.49809, 1.49379, 1.33867], [-2.06834, 2.91235, 0.39382], [-0.55689, 1.55428, -1.00553], [-3.15490, 3.06147, -1.31156], [-3.56147, 2.34712, -2.84650], [-1.88367, 2.81545, -2.51603], [-4.16768, 1.10875, -0.11030], [-3.74496, -0.55228, -0.55847], [-4.64414, -0.00352, -2.63172], [-1.16496, 0.61626, -3.14735], [-3.16661, 0.72225, -4.15729], [-2.39216, -1.81533, -1.79345], [-1.23231, -1.83246, -3.10933], [-0.05576, -2.11765, -0.96304], [0.41744, -0.62193, -1.77752], [-2.31010, -0.52042, 1.53258], [-1.08626, -1.76624, 1.56102], [-2.32638, -1.80368, 0.32819], [1.10651, 0.73143, 0.15364], [0.89599, -2.08393, 1.07006], [1.84690, -1.03143, 2.11829], [2.38034, -1.21685, -0.89616], [6.52796, -2.20042, 1.98213], [6.48395, -0.42335, 1.95408], [4.21405, -2.24327, 2.42988], [4.19175, 0.55780, 2.26739]], "mulliken_charge": [-1.5330, 0.3523, -1.2883, -0.7330, -0.7276, 1.6890, -2.2977, -0.8920, -0.6501, -0.4491, -0.6866, -1.2532, -1.3665, 1.8541, -1.9997, 0.3154, -0.5857, -0.4183, -0.2255, 0.1429, -0.6040, -0.3485, -0.4664, -0.0762, -0.5626, 0.3120, 0.3265, 0.5297, 0.3409, 0.3297, 0.3880, 0.7516, 0.4841, 0.5313, 0.4179, 0.4491, 0.2542, 0.4757, 0.4600, 0.4562, 0.2920, 0.4669, 0.4537, 0.4324, 0.2859, 0.4067, 0.5825, 0.7680, 0.3401, 0.5484, 0.4673, 0.2586, 0.2356, 0.3685, 0.3968], "smiles": "C=C1CC[C@@H]2[C@](C)(CO)[C@H](O)CC[C@@]2(C)[C@@H]1C/C=C1/C(=O)OC[C@H]1O", "homo_lumo_gap_ev": 9.887, "mol_weight_da": 350.45, "total_charge": 0, "e_above_lowest_kj_mol": 127.8}

Record 2
{"formula": "H4N2P2", "method": "the ωB97M-V functional and the def2-TZVPD basis", "symbols": ["H", "N", "P", "P", "N", "H", "H", "H"], "positions_angstrom": [[0.65275, -1.78392, 2.34457], [0.41096, -1.06404, 1.68062], [-0.90845, -1.15085, 0.92282], [-0.19636, 0.50460, -0.54702], [-0.29828, 1.10082, -1.99653], [1.05664, 0.31965, -0.02936], [-0.55163, 1.57601, 0.43603], [-0.16562, 0.49773, -2.81112]], "mulliken_charge": [0.2644, -0.3961, 0.1716, 0.1857, -0.6552, 0.1063, 0.0974, 0.2259], "smiles": "[H]/N=P/[PH2]=N", "homo_lumo_gap_ev": 7.565, "mol_weight_da": 93.99, "total_charge": 0, "e_above_lowest_kj_mol": 0.0}

Record 3
{"formula": "C12H36B3ClO9", "method": "the ωB97M-V functional and the def2-TZVPD basis", "symbols": ["C", "C", "C", "B", "O", "B", "O", "B", "C", "Cl", "C", "C", "O", "H", "H", "H", "H", "H", "H", "H", "H", "H", "H", "H", "H", "C", "O", "H", "H", "H", "H", "C", "O", "H", "H", "H", "H", "C", "O", "H", "H", "H", "H", "C", "O", "H", "H", "H", "H", "C", "O", "H", "H", "H", "H", "C", "O", "H", "H", "H", "H"], "positions_angstrom": [[2.90494, 2.16099, 1.80356], [1.91539, 2.51034, 0.88822], [2.17890, 2.36232, -0.67152], [1.79022, 0.85151, -1.04798], [0.77840, 0.21468, -0.24636], [0.08810, -0.76568, -1.04944], [0.87216, -1.78453, -1.64977], [2.21676, -1.28958, -1.60917], [3.46471, -2.16130, -1.05084], [3.04672, -3.93211, -1.10901], [3.81655, -1.60278, 0.38894], [4.25562, -2.68222, 1.43685], [2.38147, 0.06701, -2.07251], [3.91600, 2.61845, 1.73209], [2.63724, 1.44418, 2.60919], [0.90235, 2.87379, 1.19043], [3.26640, 2.49049, -0.91841], [1.54824, 3.14282, -1.16567], [-1.07397, -0.62019, -1.19348], [4.29261, -1.97718, -1.78959], [2.91342, -1.08394, 0.81780], [4.60012, -0.80961, 0.25024], [3.52733, -3.52314, 1.55087], [5.30516, -3.05187, 1.29230], [4.26278, -2.16555, 2.43901], [-1.94445, 1.12642, 2.19686], [-1.35604, 2.19415, 2.92910], [-1.16074, 0.42260, 1.92237], [-2.69253, 0.61756, 2.81026], [-2.40997, 1.51790, 1.28871], [-2.05942, 2.80774, 3.16060], [-2.25123, -0.71563, -4.86102], [-1.00042, -1.37719, -5.03532], [-2.89132, -0.95086, -5.71043], [-2.72780, -1.06030, -3.94161], [-2.09406, 0.36585, -4.81526], [-0.45101, -1.15783, -4.27765], [-0.73054, 5.41311, 0.29317], [-1.06072, 5.68480, 1.64845], [-0.75888, 6.34543, -0.26823], [0.27588, 4.98865, 0.23731], [-1.45605, 4.71331, -0.13126], [-1.02764, 4.84745, 2.12199], [-5.03062, -1.43816, -1.96925], [-3.69972, -0.93859, -1.89732], [-5.70330, -0.60909, -2.18544], [-5.10368, -2.18112, -2.76618], [-5.30863, -1.88995, -1.01439], [-3.12618, -1.68712, -1.70596], [4.47463, 2.11247, 5.56836], [3.83297, 1.29889, 4.59308], [4.82370, 3.02312, 5.08472], [3.76844, 2.37407, 6.36042], [5.32947, 1.58136, 5.99523], [3.53268, 0.50202, 5.03946], [-6.33402, -5.18230, -1.96225], [-5.00076, -4.69066, -1.88918], [-6.99998, -4.34845, -2.17877], [-6.41577, -5.92430, -2.76046], [-6.61975, -5.63231, -1.00799], [-4.43018, -5.43996, -1.69788]], "mulliken_charge": [-0.8123, 0.0865, -0.6506, -0.1500, -0.0319, 0.5063, -0.7221, 0.8908, 0.2004, -0.2206, 0.0704, -1.2866, -0.4164, 0.2509, 0.2111, 0.1985, 0.2830, 0.3811, -0.1782, 0.3235, -0.1656, 0.2923, 0.3642, 0.3061, 0.3047, -0.3862, -0.5338, 0.0244, 0.3556, 0.2531, 0.3012, -0.3163, -0.5331, 0.2807, 0.0681, 0.2306, 0.2689, -0.4139, -0.5327, 0.3174, 0.1219, 0.2233, 0.2936, -0.6566, -0.4474, 0.3085, 0.2446, 0.2583, 0.2183, -0.5867, -0.4092, 0.2101, 0.2727, 0.2583, 0.2539, -0.5501, -0.4453, 0.2034, 0.2733, 0.2717, 0.2635], "homo_lumo_gap_ev": 8.451, "mol_weight_da": 392.30, "total_charge": 0}

Record 4
{"formula": "C3HNO", "method": "the ωB97M-V functional and the def2-TZVPD basis", "symbols": ["C", "C", "C", "N", "O", "H"], "positions_angstrom": [[0.10390, 0.02277, -0.00016], [1.30724, -0.01607, -0.00149], [2.69950, 0.00875, -0.00412], [3.87814, -0.00622, -0.00068], [5.09096, 0.00340, 0.00239], [-0.94476, -0.00106, 0.00038]], "mulliken_charge": [-0.1256, -0.2730, 0.1641, 0.4514, -0.6250, 0.4081], "smiles": "C#CC#[N+][O-]", "homo_lumo_gap_ev": 10.287, "mol_weight_da": 67.05, "total_charge": 0, "e_above_lowest_kj_mol": 306.5}

Record 5
{"formula": "C2H4ClN", "method": "the ωB97M-V functional and the def2-TZVPD basis", "symbols": ["C", "C", "N", "Cl", "H", "H", "H", "H"], "positions_angstrom": [[-1.20327, 0.27294, 0.25335], [1.06228, -0.48022, -0.11915], [-0.36108, -0.46391, -0.25369], [-2.80350, 0.21326, -0.11748], [-1.06902, 1.74851, 0.71962], [1.34746, -0.60144, 0.92753], [1.58502, 0.48669, -0.52063], [1.44210, -1.17582, -0.88955]], "mulliken_charge": [0.0408, -0.6473, -0.2955, -0.0880, 0.1906, 0.2786, 0.2611, 0.2598], "homo_lumo_gap_ev": 10.156, "mol_weight_da": 77.51, "total_charge": 0, "e_above_lowest_kj_mol": 253.1}

Record 6
{"formula": "C26H29Cl2KN7", "method": "the ωB97M-V functional and the def2-TZVPD basis", "symbols": ["K", "C", "N", "C", "C", "C", "C", "C", "C", "N", "C", "C", "C", "C", "C", "C", "N", "C", "C", "C", "C", "C", "N", "H", "H", "H", "H", "H", "H", "H", "H", "H", "H", "H", "H", "H", "H", "H", "H", "H", "H", "N", "C", "C", "N", "H", "H", "H", "H", "H", "H", "H", "H", "Cl", "C", "C", "C", "C", "C", "Cl", "C", "N", "H", "H", "H"], "positions_angstrom": [[11.97340, 11.37306, 7.99384], [9.88647, 13.66066, 10.03604], [11.17519, 12.99455, 10.22046], [12.20220, 13.98123, 10.53162], [13.59883, 13.45731, 10.46283], [14.63019, 14.18681, 11.08366], [15.93259, 13.73150, 10.97026], [16.17389, 12.56068, 10.25517], [15.09313, 11.90966, 9.67757], [13.83682, 12.34428, 9.77703], [11.11724, 11.94376, 11.23373], [10.47019, 10.70596, 10.71501], [9.12555, 10.39958, 10.99896], [8.57407, 9.24803, 10.46769], [9.36697, 8.42037, 9.67952], [10.69593, 8.78126, 9.47549], [11.22853, 9.89012, 9.98972], [8.94744, 12.91823, 9.14751], [7.59323, 13.28093, 9.11310], [6.75830, 12.67734, 8.18561], [7.28716, 11.70436, 7.34103], [8.64123, 11.38848, 7.46190], [9.44097, 11.99806, 8.32911], [10.07414, 14.64900, 9.55826], [9.37307, 13.87658, 10.99795], [12.05389, 14.44484, 11.53116], [12.11430, 14.81115, 9.78539], [14.38350, 15.10751, 11.62562], [16.74450, 14.29521, 11.43553], [17.17602, 12.15305, 10.13446], [15.22939, 10.98829, 9.11239], [10.58517, 12.31912, 12.13795], [12.15128, 11.67326, 11.49961], [8.53501, 11.07518, 11.63185], [7.52244, 9.01077, 10.65903], [8.98373, 7.49546, 9.23912], [11.38525, 8.16914, 8.88634], [7.22259, 14.03143, 9.82001], [5.71012, 12.97354, 8.10563], [6.68354, 11.18486, 6.58896], [9.10433, 10.62991, 6.81856], [14.03166, 11.97328, 6.41993], [13.71746, 13.13904, 5.61828], [12.22132, 13.21732, 5.31787], [11.48819, 13.84305, 6.40822], [15.03843, 11.79138, 6.40879], [13.54702, 11.14931, 6.02750], [14.27988, 13.15096, 4.65613], [14.05728, 14.04625, 6.15567], [11.81374, 12.18820, 5.16868], [12.07790, 13.73686, 4.35066], [10.50826, 13.55468, 6.37882], [11.49975, 14.86004, 6.31680], [13.77494, 8.67457, 7.19991], [12.57500, 8.00103, 6.14532], [12.67737, 6.67296, 5.79377], [11.68518, 6.06614, 5.00940], [10.58930, 6.83194, 4.61098], [10.50460, 8.17811, 4.93465], [9.11874, 9.06410, 4.43348], [11.51158, 8.91125, 5.70585], [11.46876, 10.13090, 5.95417], [13.54288, 6.11524, 6.16535], [11.77248, 5.02028, 4.73232], [9.76493, 6.40172, 4.03287]], "mulliken_charge": [1.0818, -1.4717, 0.8390, -1.1954, 0.6433, -0.9866, -0.3770, -0.7414, -0.4525, 0.4729, -0.6817, 0.5203, -0.5502, -0.4862, -0.5905, -0.1808, -0.4808, 0.5177, -0.9341, -0.5004, -0.6629, -0.8024, 1.0435, 0.4336, 0.3105, 0.3644, 0.4278, 0.4074, 0.3708, 0.4115, 0.3652, 0.2383, 0.5042, 0.3599, 0.3848, 0.4132, 0.3818, 0.4224, 0.3803, 0.4750, 0.0563, -0.3526, -0.7346, -0.3276, -0.3263, 0.2051, -0.0437, 0.3945, 0.3263, 0.0331, 0.3670, 0.1103, 0.2184, -0.2485, 0.6004, -0.5900, -0.3944, -0.6025, 0.5263, -0.2932, -1.3539, -0.1209, 0.2732, 0.3063, 0.2957], "homo_lumo_gap_ev": 3.168, "mol_weight_da": 549.57, "total_charge": -1, "e_above_lowest_kj_mol": 0.0}